{"formula": "C23H24GeN4O3PPd", "method": "the ωB97M-V functional and the def2-TZVPD basis", "elements": ["Pd", "O", "N", "O", "N", "C", "N", "C", "N", "C", "C", "C", "C", "C", "C", "Ge", "C", "C", "C", "C", "C", "C", "C", "C", "C", "C", "C", "C", "H", "H", "H", "H", "H", "H", "H", "H", "H", "H", "H", "H", "H", "H", "H", "C", "P", "C", "C", "O", "H", "H", "H", "H", "H", "H", "H", "H", "H"], "coordinates": [[-0.86, -0.09, -1.19], [-3.45, 0.67, -0.85], [-3.43, 1.22, -1.90], [-2.58, 1.34, -2.72], [0.53, -0.99, -2.49], [1.35, -1.49, -3.11], [2.29, -1.94, -3.91], [2.47, -3.20, -4.08], [2.62, -4.35, -4.27], [-3.52, 3.34, 1.54], [-2.77, 3.99, 0.56], [-1.56, 3.47, 0.16], [-1.07, 2.29, 0.75], [-1.84, 1.64, 1.73], [-3.05, 2.17, 2.13], [0.62, 1.58, 0.26], [1.39, 2.04, -1.42], [0.57, 2.49, -2.46], [1.10, 2.65, -3.74], [2.44, 2.37, -3.97], [3.26, 1.94, -2.93], [2.74, 1.76, -1.66], [1.58, 0.51, 1.50], [1.37, 0.69, 2.87], [2.07, -0.08, 3.79], [2.97, -1.04, 3.34], [3.18, -1.23, 1.98], [2.49, -0.45, 1.06], [-4.47, 3.76, 1.85], [-3.14, 4.91, 0.13], [-0.97, 4.00, -0.58], [-1.48, 0.72, 2.18], [-3.64, 1.68, 2.89], [-0.46, 2.75, -2.28], [0.47, 3.01, -4.54], [2.85, 2.51, -4.96], [4.31, 1.74, -3.12], [3.39, 1.44, -0.86], [0.68, 1.44, 3.23], [1.92, 0.07, 4.85], [3.52, -1.63, 4.06], [3.90, -1.97, 1.64], [2.67, -0.60, 0.00], [-1.85, -3.73, -0.52], [-1.37, -2.74, 0.89], [-2.69, -2.79, 2.09], [0.08, -3.48, 1.63], [-1.08, -1.29, 0.50], [-2.11, -4.74, -0.20], [-1.03, -3.79, -1.23], [-2.72, -3.29, -1.00], [-2.87, -3.82, 2.42], [-3.60, -2.40, 1.65], [-2.42, -2.18, 2.95], [-0.12, -4.51, 1.94], [0.38, -2.89, 2.50], [0.90, -3.48, 0.91]], "s2": 0.919, "charge": 2, "e_above_lowest_kj_mol": 91.85, "homo_energy_ev": [-13.7066, -14.5331], "homo_lumo_gap_ev": [2.61, 3.44], "spin_multiplicity": 2, "total_energy_ha": -3880.9284, "largest_force_ev_per_a": 5.37}